[1]
The following is a quantum chemistry calculation of 13 unconnected molecules or ions with the total composition H26O13 in a non-equilibrium geometry, from the OMol25 dataset.

The geometry in XYZ format:
```
39
Properties=species:S:1:pos:R:3:forces:R:3
O 3.6478 -0.7316 0.5522 0.18 -0.80 0.62
H 3.9829 -0.4967 -0.3219 0.31 -0.35 0.29
H 4.2372 -1.4085 0.9715 -0.51 1.07 -0.90
O 0.3470 -0.3133 1.2687 -2.73 0.58 -0.99
H 0.7970 0.3947 0.8297 2.14 -0.20 0.64
H 0.6747 -0.9516 1.8761 1.73 0.77 0.74
O -1.7980 0.7572 -0.0308 3.05 -0.38 0.40
H -1.5187 0.0493 -0.6418 -1.27 -0.19 -0.34
H -0.8578 0.7597 0.3525 -2.27 0.49 -0.10
O -0.0381 -2.9111 2.2862 0.27 -0.23 0.95
H 0.3829 -2.2344 1.7537 -0.61 -1.37 -0.66
H -0.9447 -2.6435 2.4378 -0.32 0.40 0.01
O 1.6155 2.4754 0.5830 0.13 1.57 -0.39
H 1.7497 2.6441 -0.3687 0.23 -0.70 -0.85
H 1.9659 3.3344 0.8834 0.56 -0.59 0.76
O -1.1180 1.7654 2.3882 0.71 1.71 1.84
H -0.5147 1.6212 3.1835 -0.83 -0.03 -1.62
H -1.4580 0.9201 2.0997 0.05 -0.94 -0.37
O 0.4665 0.8322 -3.2955 -1.20 -0.45 0.61
H -0.4850 0.8373 -3.0246 0.72 -0.04 -0.52
H 0.7485 0.0262 -2.8465 0.29 -0.18 -0.27
O 1.2829 -3.4261 0.1987 0.50 0.49 -0.82
H 2.1467 -2.9934 0.1899 -0.02 -0.37 0.13
H 1.3031 -4.1937 0.7688 0.24 -0.09 0.35
O -0.4616 -3.2713 -1.8973 -0.76 0.45 -0.95
H 0.4002 -3.6226 -1.6948 0.28 -0.14 0.56
H -0.9508 -3.2236 -1.0749 0.29 -0.14 0.21
O 1.0317 3.1154 -2.1537 1.33 1.89 1.24
H 0.2743 2.6802 -1.7876 -0.53 -0.92 -1.03
H 1.3742 2.7620 -2.9837 -0.81 -0.66 0.30
O -2.6643 -1.5414 2.0904 -0.03 -0.07 0.02
H -3.1758 -2.0890 1.4950 -0.02 -0.67 -0.18
H -3.0998 -0.7077 1.9341 -0.09 0.69 0.12
O -2.3750 0.0583 -2.4547 -0.59 1.05 -1.97
H -2.7861 0.8813 -2.1417 0.09 -0.31 0.38
H -2.6096 0.1286 -3.4203 0.41 -0.71 1.17
O -0.7187 3.3448 0.4395 -1.86 1.00 1.37
H 0.2704 3.4540 0.3685 0.11 -0.47 0.52
H -1.1244 3.9175 1.1874 0.88 -1.16 -1.26
```
Forces are in eV/Å.

Values from the calculation:
- energy above the lowest of the compared OMol25 structures with the same formula, charge and spin (kcal per mole) = 66.58
- net charge = +1
- LUMO energy (spin up / spin down) (eV) = -3.53 / -9.60
- 2S+1 = 2
- ⟨S²⟩ = 0.756

[2]
The following is a quantum chemistry calculation of 13 unconnected molecules or ions with the total composition H26O13 in a non-equilibrium geometry, from the OMol25 dataset.

The geometry in XYZ format:
```
39
Properties=species:S:1:pos:R:3:forces:R:3
O -1.2948 -2.5543 0.3088 -0.16 0.29 -0.15
H -1.8858 -2.6631 -0.4362 -0.29 -0.15 -0.32
H -1.3597 -3.3797 0.7892 0.05 -0.32 0.26
O -0.2598 -2.0672 2.9686 -0.25 0.09 0.08
H -0.9571 -2.6727 3.2206 -0.11 -0.23 0.29
H -0.7195 -1.3060 2.6143 -0.15 0.20 -0.12
O 1.1376 -1.8213 -0.5303 0.55 0.85 -0.68
H 0.2814 -2.1965 -0.3245 -0.76 -0.51 0.27
H 1.6868 -2.0514 0.2191 0.70 -0.38 0.64
O 0.0709 0.4889 0.4930 0.28 1.16 0.66
H 0.5884 -0.2830 0.2636 0.44 -1.00 -0.27
H -0.6388 0.5016 -0.1492 -0.76 -0.06 -0.45
O -3.0327 -0.0933 1.5562 -0.33 0.12 0.15
H -2.8017 -0.5781 0.7638 0.18 -0.21 -0.11
H -2.2056 0.0026 2.0285 0.12 0.18 0.08
O -0.1445 2.6367 2.3922 0.20 0.08 -0.09
H -0.3282 1.8547 1.8717 0.03 -0.33 -0.15
H -0.8042 2.6236 3.0858 -0.14 0.23 0.27
O 0.5368 -0.7961 -3.1794 -0.44 0.33 -0.25
H 1.0290 -1.2739 -3.8470 0.11 -0.10 -0.33
H 0.8489 -1.1547 -2.3486 0.33 -0.22 0.61
O 3.8606 -0.1434 -1.1978 -0.12 0.20 -0.49
H 4.5439 0.0546 -0.5573 0.63 0.01 0.34
H 3.0447 0.1026 -0.7620 -0.73 -0.10 0.22
O -0.1878 1.9342 -3.2655 0.20 0.95 -0.03
H 0.0457 1.0329 -3.4876 0.42 -1.03 -0.15
H -0.8944 1.8483 -2.6255 -0.39 -0.01 0.37
O 2.0904 2.1029 -0.2896 1.41 0.30 -1.34
H 1.2288 1.7510 -0.0658 -1.72 -0.82 0.47
H 2.5393 2.1910 0.5512 0.43 0.42 0.88
O 2.2583 -1.9193 2.2290 0.72 0.30 -0.84
H 2.6314 -2.5676 2.8262 0.20 -0.15 0.10
H 1.3590 -1.8009 2.5347 -0.42 -0.21 0.38
O -2.0749 0.4993 -1.1981 0.15 0.04 -0.22
H -2.2347 -0.1190 -1.9112 0.10 -0.26 -0.44
H -2.9257 0.9086 -1.0402 -0.42 0.29 0.33
O -1.5505 3.9725 -1.0147 0.11 -0.02 0.05
H -1.3977 3.0866 -0.6860 0.04 -0.13 0.30
H -2.0837 3.8486 -1.7999 -0.20 0.20 -0.29
```
Forces are in eV/Å.

Values from the calculation:
- energy above the lowest of the compared OMol25 structures with the same formula, charge and spin (kcal per mole) = 23.18
- net charge = +1
- LUMO energy (spin up / spin down) (eV) = -3.27 / -10.41
- 2S+1 = 2
- ⟨S²⟩ = 0.758

[3]
The following is a quantum chemistry calculation of 13 unconnected molecules or ions with the total composition H27O13 in a non-equilibrium geometry, from the OMol25 dataset.

The geometry in XYZ format:
```
40
Properties=species:S:1:pos:R:3:forces:R:3
O -1.0834 0.6609 0.4917 0.04 0.72 0.87
H -0.0496 2.7801 2.4874 -0.58 0.46 -0.36
H -0.3789 0.0307 0.6866 -0.02 -0.20 -0.55
O 3.5095 -0.1189 0.7720 -0.51 1.09 0.62
H 4.2383 -0.1005 1.3950 0.30 -1.00 -0.27
H 0.0215 -0.4683 3.9199 0.06 -0.29 0.25
O 3.5538 1.0609 -1.5417 0.99 0.04 -0.77
H -1.0881 -2.1736 -1.4471 0.61 0.14 -0.52
O -0.1112 -0.6261 2.9836 0.02 -0.04 -0.12
H 2.1117 1.1258 3.6430 0.43 0.09 -0.17
H -0.9081 -1.1603 2.9121 -0.35 0.11 -0.09
O -2.5941 -0.9932 1.6103 -0.48 -0.64 0.56
H -2.9487 -0.5381 0.8431 0.14 0.15 -0.21
H -3.3642 -1.1890 2.1552 -0.05 -0.14 -0.02
O -0.4916 -0.5511 -4.4337 -0.50 0.33 0.33
H 0.3818 -0.4207 -4.7994 0.28 -0.33 -0.22
H -0.5265 -1.4044 -3.9838 0.23 -0.15 -0.11
O 0.0842 1.0946 -2.1788 0.30 -0.33 -0.61
H -0.3994 0.3655 -2.6050 -0.43 -0.04 0.20
H 0.6471 1.2524 -2.9521 0.19 0.55 0.34
O -1.3239 -2.3731 -2.3613 0.17 0.19 0.25
H -2.2724 -2.3983 -2.2713 -0.57 -0.78 -0.36
H 1.3032 2.5177 0.7753 0.93 -0.35 -0.98
O 1.8385 1.0390 2.7235 -0.40 0.56 0.28
H -1.2447 0.8053 -0.4510 0.57 0.03 -0.13
H 2.5848 1.1995 2.1410 0.28 -0.30 0.06
O -2.8165 -0.2100 -1.5380 -1.59 -0.05 -0.95
H -3.6862 0.0963 -1.8590 0.08 0.94 1.00
H -2.7779 -0.8415 -2.2647 1.25 -0.15 -0.04
O -0.6850 2.0423 2.5043 1.01 -0.74 -0.82
H -0.0345 1.3152 2.7220 -0.48 -0.28 0.47
H -0.8206 1.6331 1.4401 -0.62 0.31 0.14
O -0.3789 -3.6752 0.0373 0.04 0.18 0.23
H -1.0303 -2.9903 -0.1158 -0.31 -0.16 0.23
H -0.5081 -3.8301 0.9770 0.23 -0.29 0.21
O 0.6078 2.8614 0.2261 -1.42 1.07 0.83
H 0.6342 2.8041 -0.7311 0.80 -0.54 0.11
H 3.4400 -0.8901 0.2076 0.56 -0.34 0.24
H 3.9262 0.9674 -0.6535 -0.54 0.07 -0.26
H 2.6403 1.3006 -1.4669 -0.64 0.10 0.38
```
Forces are in eV/Å.

Values from the calculation:
- energy above the lowest of the compared OMol25 structures with the same formula, charge and spin (kcal per mole) = 58.29
- net charge = +1
- LUMO energy (eV) = -2.98

What did the second record say?
The following is a quantum chemistry calculation of 13 unconnected molecules or ions with the total composition H26O13 in a non-equilibrium geometry, from the OMol25 dataset.

The geometry in XYZ format:
```
39
Properties=species:S:1:pos:R:3:forces:R:3
O -1.2948 -2.5543 0.3088 -0.16 0.29 -0.15
H -1.8858 -2.6631 -0.4362 -0.29 -0.15 -0.32
H -1.3597 -3.3797 0.7892 0.05 -0.32 0.26
O -0.2598 -2.0672 2.9686 -0.25 0.09 0.08
H -0.9571 -2.6727 3.2206 -0.11 -0.23 0.29
H -0.7195 -1.3060 2.6143 -0.15 0.20 -0.12
O 1.1376 -1.8213 -0.5303 0.55 0.85 -0.68
H 0.2814 -2.1965 -0.3245 -0.76 -0.51 0.27
H 1.6868 -2.0514 0.2191 0.70 -0.38 0.64
O 0.0709 0.4889 0.4930 0.28 1.16 0.66
H 0.5884 -0.2830 0.2636 0.44 -1.00 -0.27
H -0.6388 0.5016 -0.1492 -0.76 -0.06 -0.45
O -3.0327 -0.0933 1.5562 -0.33 0.12 0.15
H -2.8017 -0.5781 0.7638 0.18 -0.21 -0.11
H -2.2056 0.0026 2.0285 0.12 0.18 0.08
O -0.1445 2.6367 2.3922 0.20 0.08 -0.09
H -0.3282 1.8547 1.8717 0.03 -0.33 -0.15
H -0.8042 2.6236 3.0858 -0.14 0.23 0.27
O 0.5368 -0.7961 -3.1794 -0.44 0.33 -0.25
H 1.0290 -1.2739 -3.8470 0.11 -0.10 -0.33
H 0.8489 -1.1547 -2.3486 0.33 -0.22 0.61
O 3.8606 -0.1434 -1.1978 -0.12 0.20 -0.49
H 4.5439 0.0546 -0.5573 0.63 0.01 0.34
H 3.0447 0.1026 -0.7620 -0.73 -0.10 0.22
O -0.1878 1.9342 -3.2655 0.20 0.95 -0.03
H 0.0457 1.0329 -3.4876 0.42 -1.03 -0.15
H -0.8944 1.8483 -2.6255 -0.39 -0.01 0.37
O 2.0904 2.1029 -0.2896 1.41 0.30 -1.34
H 1.2288 1.7510 -0.0658 -1.72 -0.82 0.47
H 2.5393 2.1910 0.5512 0.43 0.42 0.88
O 2.2583 -1.9193 2.2290 0.72 0.30 -0.84
H 2.6314 -2.5676 2.8262 0.20 -0.15 0.10
H 1.3590 -1.8009 2.5347 -0.42 -0.21 0.38
O -2.0749 0.4993 -1.1981 0.15 0.04 -0.22
H -2.2347 -0.1190 -1.9112 0.10 -0.26 -0.44
H -2.9257 0.9086 -1.0402 -0.42 0.29 0.33
O -1.5505 3.9725 -1.0147 0.11 -0.02 0.05
H -1.3977 3.0866 -0.6860 0.04 -0.13 0.30
H -2.0837 3.8486 -1.7999 -0.20 0.20 -0.29
```
Forces are in eV/Å.

Values from the calculation:
- energy above the lowest of the compared OMol25 structures with the same formula, charge and spin (kcal per mole) = 23.18
- net charge = +1
- LUMO energy (spin up / spin down) (eV) = -3.27 / -10.41
- 2S+1 = 2
- ⟨S²⟩ = 0.758

Please write out number 3 again, unchanged.
The following is a quantum chemistry calculation of 13 unconnected molecules or ions with the total composition H27O13 in a non-equilibrium geometry, from the OMol25 dataset.

The geometry in XYZ format:
```
40
Properties=species:S:1:pos:R:3:forces:R:3
O -1.0834 0.6609 0.4917 0.04 0.72 0.87
H -0.0496 2.7801 2.4874 -0.58 0.46 -0.36
H -0.3789 0.0307 0.6866 -0.02 -0.20 -0.55
O 3.5095 -0.1189 0.7720 -0.51 1.09 0.62
H 4.2383 -0.1005 1.3950 0.30 -1.00 -0.27
H 0.0215 -0.4683 3.9199 0.06 -0.29 0.25
O 3.5538 1.0609 -1.5417 0.99 0.04 -0.77
H -1.0881 -2.1736 -1.4471 0.61 0.14 -0.52
O -0.1112 -0.6261 2.9836 0.02 -0.04 -0.12
H 2.1117 1.1258 3.6430 0.43 0.09 -0.17
H -0.9081 -1.1603 2.9121 -0.35 0.11 -0.09
O -2.5941 -0.9932 1.6103 -0.48 -0.64 0.56
H -2.9487 -0.5381 0.8431 0.14 0.15 -0.21
H -3.3642 -1.1890 2.1552 -0.05 -0.14 -0.02
O -0.4916 -0.5511 -4.4337 -0.50 0.33 0.33
H 0.3818 -0.4207 -4.7994 0.28 -0.33 -0.22
H -0.5265 -1.4044 -3.9838 0.23 -0.15 -0.11
O 0.0842 1.0946 -2.1788 0.30 -0.33 -0.61
H -0.3994 0.3655 -2.6050 -0.43 -0.04 0.20
H 0.6471 1.2524 -2.9521 0.19 0.55 0.34
O -1.3239 -2.3731 -2.3613 0.17 0.19 0.25
H -2.2724 -2.3983 -2.2713 -0.57 -0.78 -0.36
H 1.3032 2.5177 0.7753 0.93 -0.35 -0.98
O 1.8385 1.0390 2.7235 -0.40 0.56 0.28
H -1.2447 0.8053 -0.4510 0.57 0.03 -0.13
H 2.5848 1.1995 2.1410 0.28 -0.30 0.06
O -2.8165 -0.2100 -1.5380 -1.59 -0.05 -0.95
H -3.6862 0.0963 -1.8590 0.08 0.94 1.00
H -2.7779 -0.8415 -2.2647 1.25 -0.15 -0.04
O -0.6850 2.0423 2.5043 1.01 -0.74 -0.82
H -0.0345 1.3152 2.7220 -0.48 -0.28 0.47
H -0.8206 1.6331 1.4401 -0.62 0.31 0.14
O -0.3789 -3.6752 0.0373 0.04 0.18 0.23
H -1.0303 -2.9903 -0.1158 -0.31 -0.16 0.23
H -0.5081 -3.8301 0.9770 0.23 -0.29 0.21
O 0.6078 2.8614 0.2261 -1.42 1.07 0.83
H 0.6342 2.8041 -0.7311 0.80 -0.54 0.11
H 3.4400 -0.8901 0.2076 0.56 -0.34 0.24
H 3.9262 0.9674 -0.6535 -0.54 0.07 -0.26
H 2.6403 1.3006 -1.4669 -0.64 0.10 0.38
```
Forces are in eV/Å.

Values from the calculation:
- energy above the lowest of the compared OMol25 structures with the same formula, charge and spin (kcal per mole) = 58.29
- net charge = +1
- LUMO energy (eV) = -2.98